Record 1
A cluster of 7 separate species, C25H61Cl3N6O9 in total at a distorted geometry. Source: the Open Molecules 2025 dataset; level of theory: wB97M-V/def2-TZVPD.

XYZ file:
```
104
C25H61Cl3N6O9 | the Open Molecules 2025 dataset | wB97M-V/def2-TZVPD
C -4.64567 0.55917 -0.49428
O -4.52448 2.03982 -0.36801
C -5.66242 2.76055 0.08773
C -5.44007 4.20692 -0.17545
N -5.67041 4.48395 -1.64429
C -5.90122 5.92393 -1.83866
C -5.89755 6.13616 -3.30293
O -4.66016 5.68406 -3.94945
C -4.49844 6.21537 -5.24458
H -5.38946 0.04794 -1.10544
H -4.52617 0.16786 0.51602
H -3.73745 0.27197 -1.02413
H -5.71289 2.59905 1.16452
H -6.52177 2.46050 -0.51192
H -4.48163 4.68880 0.01764
H -6.03587 4.76237 0.54883
H -4.78388 4.27418 -2.08037
H -5.12779 6.61092 -1.49523
H -6.86965 6.28990 -1.49762
H -6.00600 7.21325 -3.43025
H -6.74729 5.59966 -3.72508
H -3.86012 5.65161 -5.92490
H -3.95419 7.15693 -5.17135
H -5.48962 6.50044 -5.59727
C 4.66410 -0.82233 1.22635
O 5.59440 -1.46372 0.34920
C 5.21987 -1.43488 -1.00267
C 6.38647 -2.08563 -1.83612
N 6.33249 -3.53617 -2.11863
C 6.27112 -4.34257 -0.86897
C 7.66894 -4.50405 -0.09830
O 7.61447 -5.04806 1.24755
C 6.54814 -5.96819 1.54475
H 4.96205 -0.91150 2.27104
H 3.70133 -1.33331 1.21735
H 4.58645 0.23285 0.96431
H 5.20075 -0.39176 -1.31835
H 4.30686 -1.99348 -1.20876
H 7.33281 -1.83687 -1.35586
H 6.42792 -1.61722 -2.81947
H 7.19974 -3.79853 -2.56491
H 6.02408 -5.36335 -1.16064
H 5.51018 -4.19433 -0.10275
H 8.03506 -3.48995 0.06183
H 8.37766 -5.06155 -0.71068
H 6.78059 -6.36967 2.53110
H 6.60721 -6.80512 0.84894
H 5.54412 -5.55078 1.62097
C -3.47544 0.05512 5.62011
O -3.00551 1.37682 5.35686
C -1.90558 1.58640 4.57123
C -1.35360 2.93733 4.72668
N -2.34097 3.90289 4.13913
C -1.83554 5.28684 4.51776
C -2.88871 6.38960 4.39368
O -2.42646 7.66951 5.04224
C -1.44648 8.42806 4.32707
H -2.60639 -0.57305 5.81570
H -3.90364 -0.39912 4.72657
H -4.32101 0.12838 6.30402
H -1.92333 1.24271 3.53698
H -1.16005 0.87807 4.93253
H -0.46405 2.98860 4.09884
H -1.12667 3.06124 5.78557
H -3.09835 3.66449 4.76334
H -0.89935 5.42411 3.97666
H -1.60905 5.37929 5.57996
H -3.88928 6.00881 4.59854
H -3.07730 6.64979 3.35213
H -1.93312 8.87360 3.45945
H -0.58048 7.82814 4.04736
H -0.91936 9.11170 4.99257
Cl 1.32232 -3.43391 1.07870
C -0.36869 -3.03884 0.53791
Cl -1.40343 -3.66008 1.78908
Cl -0.95276 -3.73591 -0.97568
H -0.39914 -1.95448 0.43140
C -0.05677 2.47954 -1.75159
C -0.17580 2.68527 -0.26417
N -1.12694 3.44274 0.21420
O 0.53761 2.02618 0.54435
H 0.25866 1.48110 -2.05444
H 0.70363 3.13163 -2.18131
H -0.99092 2.68476 -2.27441
H -1.20238 3.50930 1.21918
H -1.92319 3.36163 -0.40184
C 1.75813 -4.86577 -5.42835
C 2.52274 -6.10328 -5.27654
N 3.62026 -6.04369 -4.61542
O 2.28966 -7.13152 -5.85319
H 0.85111 -5.04155 -4.84999
H 1.53310 -4.75671 -6.48928
H 2.17051 -3.92850 -5.05478
H 4.00634 -5.13399 -4.40689
H 4.06934 -6.93417 -4.45580
C 0.54337 -8.73586 -1.50508
C 1.94081 -9.09221 -0.88083
N 2.85738 -9.41523 -1.70680
O 2.18688 -9.08635 0.33087
H -0.17987 -9.15627 -0.80631
H 0.23052 -9.28687 -2.39199
H 0.55381 -7.66340 -1.69955
H 2.56841 -9.31812 -2.66969
H 3.69206 -9.79958 -1.28765
```

## Properties
**Lowest unoccupied orbital energy**: 0.240 eV
**Kohn-Sham gap**: 9.21 eV
**Total charge**: 0
**SMILES**: COCCNCCOC.COCCNCCOC.COCCNCCOC.ClC(Cl)Cl.CC(N)=O.CC(N)=O.CC(N)=O
**HOMO level**: -9.0 eV

=====

Record 2
A cluster of 6 separate species, C25H61O14 in total at a distorted geometry. Source: the Open Molecules 2025 dataset; level of theory: wB97M-V/def2-TZVPD.

XYZ file:
```
100
C25H61O14 | the Open Molecules 2025 dataset | wB97M-V/def2-TZVPD
O 2.99570 -1.64541 -2.88033
C 2.72990 -1.17662 -1.50563
C 2.58617 0.40511 -1.56671
O 1.19564 0.82639 -1.41536
C 0.65536 1.44061 -2.55555
O -0.45112 0.65525 -3.02005
C -1.52838 0.76016 -2.10934
C -2.59337 -0.32381 -2.51120
O -3.59898 -0.45655 -1.48364
H 2.38304 -1.18953 -3.48334
H 1.71168 -1.60131 -1.23233
H 3.13012 0.78910 -0.66515
H 3.10792 0.83196 -2.45789
H 0.27027 2.45521 -2.25601
H 1.34684 1.54161 -3.41351
H -1.99048 1.76748 -2.24396
H -1.24582 0.57975 -1.05023
H -3.10841 0.07917 -3.41658
H -2.10702 -1.30127 -2.73346
H -4.42053 -0.51186 -1.97290
C -5.86870 -4.99752 -5.60329
O -4.60073 -5.56937 -5.33275
C -3.52587 -4.71403 -5.71114
C -2.90721 -4.03399 -4.50245
O -3.80455 -3.09314 -3.92428
C -4.41164 -3.58394 -2.73889
H -6.62731 -5.62489 -5.13486
H -5.94854 -3.98717 -5.19409
H -6.04925 -4.97477 -6.68300
H -3.85621 -3.97302 -6.44544
H -2.76858 -5.34537 -6.18558
H -2.02552 -3.47387 -4.82856
H -2.58289 -4.77207 -3.76365
H -3.67540 -3.62874 -1.93097
H -4.85741 -4.57016 -2.89244
H -5.19935 -2.88750 -2.45045
C -2.24715 -0.68981 2.26886
O -0.96997 -1.27118 2.48394
C 0.09430 -0.42733 2.03851
C 0.77949 0.26074 3.20558
O -0.08021 1.21928 3.82366
C -0.62649 0.74585 5.04092
H -2.98918 -1.30433 2.78055
H -2.30074 0.32675 2.66844
H -2.48007 -0.67839 1.19973
H -0.26669 0.30651 1.31285
H 0.82140 -1.06935 1.53328
H 1.64722 0.80859 2.82684
H 1.13588 -0.47242 3.93552
H 0.15275 0.70121 5.81070
H -1.08766 -0.23793 4.92092
H -1.39303 1.45220 5.36381
C 0.79728 -3.60037 4.39383
O 1.98559 -3.33653 5.13160
C 1.76869 -2.43534 6.20736
C 1.71895 -3.16652 7.53786
O 0.55776 -3.98327 7.63759
C 0.84260 -5.35675 7.43314
H 1.00246 -4.42012 3.70573
H -0.02587 -3.89348 5.05138
H 0.51046 -2.72083 3.81412
H 0.85643 -1.85125 6.05135
H 2.61620 -1.74206 6.21862
H 1.65735 -2.42706 8.34318
H 2.62770 -3.75652 7.68990
H 1.39923 -5.75637 8.28767
H 1.40783 -5.51865 6.51245
H -0.10590 -5.88895 7.35710
C -0.25783 2.00349 -6.57137
O 1.04704 2.15276 -6.03791
C 2.00812 1.35433 -6.71851
C 2.85498 2.19400 -7.65850
O 2.08699 2.67991 -8.75653
C 1.74139 4.04633 -8.61203
H -0.89482 2.76313 -6.11806
H -0.26593 2.14051 -7.65652
H -0.65575 1.01620 -6.31884
H 1.52462 0.53465 -7.25787
H 2.65832 0.91755 -5.95435
H 3.64451 1.56256 -8.07756
H 3.33191 3.01763 -7.11912
H 2.62942 4.67434 -8.74086
H 1.28278 4.24590 -7.64061
H 1.02322 4.29609 -9.39382
C 3.85582 6.01470 4.45636
O 3.51535 5.47280 5.72267
C 2.44007 6.16762 6.34145
C 1.14101 5.38814 6.22900
O 0.68488 5.33697 4.88596
C 0.93614 4.07597 4.27135
H 4.55805 5.33319 3.97708
H 2.97706 6.11889 3.81552
H 4.34064 6.98850 4.58158
H 2.32726 7.17076 5.91898
H 2.69739 6.27386 7.40049
H 0.36959 5.90742 6.80782
H 1.25469 4.38196 6.64387
H 0.28116 3.31577 4.69508
H 1.98026 3.77349 4.38499
H 0.71563 4.16838 3.20833
```

## Properties
**Lowest unoccupied orbital energy**: 2.367 eV
**Kohn-Sham gap**: 3.73 eV
**Total charge**: -1
**HOMO level**: -1.4 eV